Entry from the Open Molecules 2025 dataset: the molecule C5H8N2O (wB97M-V/def2-TZVPD).

Geometry (Å):
1 C -0.1831 -0.3528 0.2197
2 C 1.7745 -1.1032 0.6585
3 C -0.9024 -1.6667 0.1589
4 C -0.7276 0.8436 -0.3544
5 C 0.0416 2.1229 -0.3243
6 O 0.8915 -0.2082 1.0700
7 N -1.8860 0.9491 -0.9276
8 N 1.3078 2.1646 -0.2903
9 H -2.3725 0.0558 -0.9839
10 H 2.3525 -1.6231 1.4105
11 H 1.9569 -1.2675 -0.3913
12 H 1.6460 3.1268 -0.3169
13 H -0.6063 3.0024 -0.3991
14 H -0.7973 -2.1803 -0.8009
15 H -1.9754 -1.5266 0.3398
16 H -0.5203 -2.3369 0.9312

Forces on the atoms, in the same order (eV/Å):
-0.8 0.8 0.2
1.5 -1.2 0.3
0.1 0.0 0.1
0.0 -0.2 0.3
0.3 0.2 0.1
-1.0 0.1 -0.6
0.0 -0.1 -0.1
-0.2 0.0 0.0
0.1 0.0 0.1
0.0 0.2 0.0
-0.1 0.2 -0.1
-0.1 0.0 0.0
0.0 0.0 0.0
0.0 0.1 0.0
0.1 0.0 0.0
0.0 0.1 0.0

The calculation puts the orbital gap (spin up / spin down) at 8.55 / 7.33 eV. Its maximum force is 2.0 eV/A. The relative energy (zero: lowest compared OMol25 entry of this formula, charge and spin) comes out at 455.34 kJ/mol. For the HOMO energy (spin up / spin down), the calculation gives -8.155 / -7.853 eV. The spin multiplicity is 1. Its charge is 0.